(1)
Molecular formula: C49H43BaBrNOP2Si
Method: DFT, ωB97M-V/def2-TZVPD

Structure (ORCA input):
```
! wB97M-V def2-TZVPD RIJCOSX def2/J DEFGRID3
* xyz 1 1
Ba -1.040 -0.752 1.276
C 2.339 -3.866 3.262
C 1.106 -4.075 2.428
C -0.158 -4.165 3.007
C -1.276 -4.468 2.236
C -1.144 -4.665 0.870
C 0.102 -4.527 0.272
C 1.212 -4.238 1.046
H 2.085 -3.578 4.282
H 2.993 -3.106 2.832
H 2.920 -4.789 3.313
H -0.261 -4.037 4.079
H -2.243 -4.579 2.711
H -2.001 -4.938 0.269
H 0.209 -4.662 -0.797
H 2.185 -4.158 0.576
C 2.017 -1.952 -1.689
Si 1.106 -0.522 -0.798
C 0.054 0.263 -2.197
C 0.577 1.512 -2.856
C 0.250 1.556 -4.328
C -0.831 0.952 -4.799
C -1.812 0.355 -3.838
C -1.143 -0.201 -2.609
P -1.727 -1.670 -1.721
C -2.180 -2.835 -3.039
C -3.414 -3.475 -3.118
C -3.660 -4.392 -4.131
C -2.682 -4.672 -5.072
C -1.451 -4.033 -5.002
C -1.197 -3.122 -3.990
C -3.305 -1.359 -0.840
C -3.613 -2.318 0.138
C -4.735 -2.197 0.945
C -5.564 -1.090 0.812
C -5.259 -0.120 -0.129
C -4.144 -0.252 -0.951
C 2.568 0.700 -0.465
C 3.652 0.809 -1.345
C 4.804 1.508 -1.023
C 4.925 2.108 0.223
C 3.874 2.023 1.119
C 2.698 1.352 0.774
P 1.325 1.323 1.971
C 0.816 3.057 2.203
C -0.267 3.285 3.050
C -0.719 4.572 3.299
C -0.095 5.651 2.689
C 0.978 5.434 1.838
C 1.435 4.146 1.596
C 2.191 0.970 3.545
C 2.516 1.935 4.496
C 3.186 1.577 5.658
C 3.544 0.255 5.881
C 3.223 -0.714 4.939
C 2.545 -0.357 3.785
H 2.585 -1.646 -2.571
H 1.310 -2.724 -2.005
H 2.721 -2.412 -0.992
H 1.661 1.572 -2.745
H 0.933 2.065 -4.996
H -1.085 0.959 -5.851
H -2.466 -0.377 -4.304
H -4.192 -3.252 -2.399
H -4.623 -4.881 -4.189
H -2.878 -5.384 -5.863
H -0.685 -4.245 -5.737
H -0.234 -2.624 -3.941
H -2.969 -3.180 0.252
H -4.961 -2.965 1.673
H -6.439 -0.986 1.440
H -5.896 0.748 -0.238
H -3.931 0.519 -1.671
H 3.611 0.304 -2.304
H 5.620 1.561 -1.733
H 5.834 2.628 0.495
H 3.972 2.479 2.097
H -0.758 2.448 3.538
H -1.558 4.731 3.964
H -0.451 6.656 2.872
H 1.464 6.274 1.357
H 2.261 3.992 0.916
H 2.246 2.971 4.332
H 3.433 2.336 6.389
H 4.071 -0.021 6.784
H 3.506 -1.745 5.107
H 2.307 -1.117 3.046
O -1.938 5.795 -0.379
C -1.254 4.783 -0.952
C -0.479 4.976 -2.106
C 0.130 3.882 -2.639
N -0.008 2.657 -2.082
C -0.674 2.401 -0.911
Br -3.048 1.901 -3.504
C -1.302 3.531 -0.372
H -1.849 6.600 -0.902
H -0.367 5.945 -2.574
H 0.732 3.949 -3.534
H -1.862 3.438 0.551
*
```

E_HOMO: -8.836 eV
DFT total energy: -152233.8600 eV
HOMO-LUMO gap: 0.233 hartree

---

(2)
Molecular formula: C49H43BrF4N3P3PdS
Method: DFT, ωB97M-V/def2-TZVPD

Structure (ORCA input):
```
! wB97M-V def2-TZVPD RIJCOSX def2/J DEFGRID3
* xyz 2 1
Pd -0.400 -0.545 0.441
F 4.093 -1.413 5.663
C 3.603 -1.011 4.510
C 4.139 0.088 3.866
F 5.153 0.739 4.403
C 3.613 0.501 2.650
F 4.196 1.543 2.060
C 2.534 -0.139 2.058
P 1.835 0.343 0.430
C 1.981 2.141 0.320
C 2.344 2.792 -0.852
C 2.312 4.181 -0.908
C 1.930 4.918 0.202
C 1.581 4.268 1.382
C 1.600 2.885 1.438
C 2.972 -0.423 -0.746
C 4.275 0.057 -0.909
C 5.150 -0.609 -1.751
C 4.739 -1.758 -2.420
C 3.451 -2.242 -2.251
C 2.566 -1.578 -1.413
C 2.030 -1.252 2.726
Br 0.620 -2.299 1.982
C 2.545 -1.692 3.925
F 2.040 -2.757 4.534
H 2.647 2.226 -1.724
H 2.598 4.686 -1.821
H 1.923 5.999 0.157
H 1.317 4.844 2.261
H 1.372 2.375 2.368
H 4.603 0.946 -0.386
H 6.156 -0.235 -1.884
H 5.430 -2.277 -3.071
H 3.131 -3.139 -2.766
H 1.556 -1.955 -1.282
C -6.432 1.453 -3.873
S -4.999 1.125 -4.922
C -4.774 -0.661 -4.659
C -3.586 -0.987 -3.761
C -3.777 -0.434 -2.357
N -2.599 -0.564 -1.491
P -1.493 0.641 -1.110
C -0.746 1.222 -2.629
C -1.461 2.063 -3.482
C -0.943 2.369 -4.731
C 0.282 1.846 -5.126
C 0.995 1.005 -4.279
C 0.478 0.687 -3.033
C -2.359 2.021 -0.368
C -3.509 1.780 0.384
C -4.141 2.830 1.028
C -3.623 4.118 0.929
C -2.471 4.358 0.190
C -1.835 3.311 -0.463
P -2.021 -1.849 -0.548
C -3.405 -2.598 0.304
C -3.700 -2.187 1.603
C -4.825 -2.682 2.245
C -5.656 -3.578 1.588
C -5.370 -3.983 0.288
C -4.245 -3.498 -0.358
C -1.300 -3.119 -1.603
C -0.752 -2.769 -2.838
C -0.123 -3.731 -3.611
C -0.024 -5.039 -3.149
C -0.550 -5.386 -1.913
C -1.189 -4.429 -1.137
H -6.674 2.508 -3.996
H -6.223 1.260 -2.820
H -7.286 0.862 -4.197
H -4.624 -1.110 -5.640
H -5.705 -1.067 -4.257
H -2.685 -0.543 -4.195
H -3.431 -2.070 -3.727
H -4.630 -0.906 -1.861
H -3.997 0.635 -2.428
H -2.422 2.468 -3.186
H -1.501 3.012 -5.398
H 0.681 2.093 -6.101
H 1.946 0.594 -4.591
H 1.011 0.009 -2.383
H -3.906 0.774 0.468
H -5.037 2.648 1.606
H -4.125 4.938 1.426
H -2.077 5.362 0.110
H -0.936 3.497 -1.041
H -3.050 -1.476 2.099
H -5.052 -2.372 3.256
H -6.532 -3.968 2.090
H -6.022 -4.682 -0.218
H -4.016 -3.824 -1.365
H -0.829 -1.751 -3.200
H 0.286 -3.464 -4.577
H 0.461 -5.791 -3.758
H -0.473 -6.404 -1.554
H -1.609 -4.707 -0.177
N -1.311 2.019 2.679
C -1.962 2.310 3.822
C -2.152 1.122 4.484
C -1.576 0.157 3.645
N -1.064 0.707 2.548
H -1.051 2.657 1.944
H -2.239 3.321 4.073
H -2.630 0.972 5.437
H -1.485 -0.905 3.814
*
```

E_HOMO: -12.648 eV
Energy relative to the best compared isomer or geometry (same formula, charge and spin): 0.0 kJ/mol
DFT total energy: -179064.6680 eV
HOMO-LUMO gap: 0.242 hartree

---

(3)
Molecular formula: C49H44BrFeO3P2S4
Method: DFT, ωB97M-V/def2-TZVPD

Structure (ORCA input):
```
! wB97M-V def2-TZVPD RIJCOSX def2/J DEFGRID3
* xyz 1 1
Fe 0.591 0.749 -0.160
O 0.367 -0.366 2.884
S 0.450 0.843 2.050
C 1.966 1.641 2.540
C 2.086 2.538 3.579
C 3.356 2.966 3.949
C 4.473 2.486 3.289
C 4.341 1.585 2.238
C 3.083 1.145 1.853
P 2.782 0.141 0.358
C 2.690 -1.617 0.721
C 1.876 -2.314 -0.350
C 2.163 -3.838 -0.439
C 2.639 -4.426 0.868
C 3.081 -3.704 1.896
C 3.172 -2.256 1.787
C 4.349 0.248 -0.571
C 4.643 1.370 -1.342
C 5.858 1.474 -1.999
C 6.801 0.464 -1.887
C 6.528 -0.647 -1.104
C 5.312 -0.756 -0.446
C -0.942 1.843 2.532
C -1.256 1.923 3.884
C -2.412 2.578 4.268
C -3.255 3.119 3.304
C -2.952 2.994 1.959
C -1.788 2.344 1.551
P -1.369 2.132 -0.218
C -2.932 1.882 -1.125
C -3.215 0.647 -1.698
C -4.384 0.456 -2.423
C -5.283 1.498 -2.579
C -5.002 2.741 -2.029
C -3.830 2.937 -1.318
C -0.987 3.834 -0.736
C -0.673 4.839 0.171
C -0.361 6.112 -0.281
C -0.354 6.388 -1.639
C -0.656 5.387 -2.551
C -0.970 4.115 -2.103
H 1.210 2.921 4.086
H 3.466 3.682 4.752
H 5.458 2.828 3.576
H 5.218 1.249 1.701
H 2.114 -1.881 -1.327
H 1.636 -5.630 -1.473
H 2.611 -5.507 0.939
H 3.412 -4.183 2.808
H 3.665 -1.698 2.577
H 3.948 2.189 -1.408
H 6.069 2.355 -2.591
H 7.750 0.547 -2.400
H 7.262 -1.435 -1.002
H 5.114 -1.632 0.154
H -0.617 1.443 4.614
H -2.669 2.648 5.317
H -4.164 3.622 3.603
H -3.632 3.389 1.217
H -2.489 -0.152 -1.606
H -4.587 -0.503 -2.881
H -6.192 1.350 -3.146
H -5.689 3.565 -2.165
H -3.614 3.918 -0.919
H -0.655 4.633 1.234
H -0.112 6.887 0.432
H -0.104 7.381 -1.989
H -0.647 5.595 -3.612
H -1.216 3.342 -2.822
C -2.679 -3.178 -1.451
C -3.515 -2.833 -0.214
S -2.839 -1.646 0.989
C -1.627 -2.553 1.955
C -0.222 -2.681 1.379
S 0.142 -1.712 -0.130
C 1.087 -4.817 -0.996
C -0.032 -4.330 -1.939
S -1.625 -4.610 -1.083
H -2.054 -2.336 -1.744
H -3.345 -3.421 -2.279
H -3.814 -3.739 0.317
H -4.440 -2.348 -0.529
H -2.020 -3.546 2.173
H -1.579 -1.999 2.892
H -0.058 -3.704 1.057
H 0.516 -2.405 2.125
H 0.599 -5.282 -0.137
H 3.019 -3.880 -1.124
H -0.022 -4.892 -2.871
H 0.046 -3.274 -2.186
Br 1.989 -0.324 -6.301
C 1.856 0.773 -4.770
C 1.095 0.347 -3.692
C 1.036 1.159 -2.571
C 1.711 2.370 -2.498
C 2.427 2.794 -3.611
C 2.501 2.002 -4.744
C 1.815 3.147 -1.203
O 2.344 4.239 -1.191
O 1.395 2.519 -0.144
H 0.541 -0.581 -3.740
H 0.221 0.927 -1.858
H 2.947 3.742 -3.556
H 3.068 2.327 -5.606
*
```

E_HOMO: -10.738 eV
Energy relative to the best compared isomer or geometry (same formula, charge and spin): 213.1 kJ/mol
DFT total energy: -224012.7169 eV
HOMO-LUMO gap: 0.308 hartree

---

Q: Among the records above, which one has the highest E_HOMO?
A: C49H43BaBrNOP2Si

---

Q: Which value of DFT total energy does entry 3 give?
A: -224012.7169 eV

---

Q: Look up the HOMO-LUMO gap of the first one.
A: 0.233 hartree